Entry from the Open Molecules 2025 dataset: a cluster of 2 separate species, C5H14 in total (the ωB97M-V functional and the def2-TZVPD basis).

Geometry as XYZ:
```
19
Properties=species:S:1:pos:R:3:nbo_charge:R:1
C -1.611 1.221 0.158 -0.61
C -1.612 0.432 1.456 -0.42
C -2.064 -0.968 1.083 -0.62
H -1.895 0.577 -0.777 0.20
H -2.363 1.920 0.107 0.21
H -0.556 1.696 -0.020 0.21
H -0.638 0.424 1.949 0.20
H -2.238 1.026 2.290 0.20
H -1.375 -1.413 0.291 0.20
H -2.187 -1.797 1.804 0.22
H -2.856 -0.844 0.310 0.21
C 2.884 -0.295 -1.892 -0.62
C 2.199 -0.347 -0.594 -0.63
H 3.454 0.707 -1.849 0.20
H 3.625 -1.103 -2.036 0.21
H 2.338 -0.287 -2.832 0.21
H 2.098 -1.362 -0.219 0.21
H 1.094 -0.119 -0.462 0.21
H 2.719 0.313 0.178 0.21
```

Spin multiplicity = 1
ΔE to the lowest compared entry with this formula, charge and spin = 38.0 kcal per mole
SMILES string = CCC.CC
E_LUMO = 1.1 eV

***

Entry from the Open Molecules 2025 dataset: a structure of composition C7H13N3O2S (the ωB97M-V functional and the def2-TZVPD basis).

Geometry as XYZ:
```
26
Properties=species:S:1:pos:R:3:nbo_charge:R:1
C -2.480 -1.237 -0.875 -0.09
C -0.620 -1.811 -1.929 -0.12
C -1.873 -2.298 -1.509 0.07
C 1.442 2.400 2.577 -0.60
C 1.322 0.037 1.574 -0.60
C 0.429 1.927 0.230 -0.36
C 1.505 1.577 1.228 -0.31
N -1.684 -0.175 -0.909 -0.26
N -0.567 -0.593 -1.456 -0.38
N -2.385 -3.549 -1.824 -0.82
O 1.939 -0.092 -1.707 -0.92
O 0.325 1.523 -2.733 -0.90
S 0.678 0.568 -1.685 2.09
H -3.503 -1.289 -0.547 0.21
H 0.272 -2.257 -2.045 0.22
H 1.558 1.824 3.413 0.21
H 0.511 2.928 2.631 0.21
H 2.171 3.269 2.685 0.22
H 0.315 0.093 2.180 0.20
H 1.298 -0.612 0.756 0.21
H 2.116 -0.454 2.172 0.22
H 0.366 2.831 -0.352 0.22
H -0.679 1.524 0.495 0.25
H 2.531 1.804 0.788 0.22
H -3.361 -3.681 -1.385 0.39
H -1.626 -4.255 -1.775 0.39
```

Spin multiplicity = 1
ΔE to the lowest compared entry with this formula, charge and spin = 71.7 kcal per mole
E_LUMO = 0.2 eV

***

Entry from the Open Molecules 2025 dataset: a structure of composition C6H10O (the ωB97M-V functional and the def2-TZVPD basis).

Geometry as XYZ:
```
17
Properties=species:S:1:pos:R:3:nbo_charge:R:1
C -1.735 -0.094 -1.117 -0.05
O -0.912 -0.821 -0.444 -0.58
C 0.582 -0.063 0.389 0.17
C 1.640 -0.927 -0.254 -0.63
C 0.239 -0.415 1.817 -0.63
C 0.479 1.258 -0.001 -0.02
C -0.292 1.989 -0.683 -0.33
H -1.764 -0.237 -2.208 0.16
H -2.710 0.133 -0.659 0.16
H -1.224 1.152 -1.108 0.15
H 1.339 -1.976 -0.192 0.23
H 2.594 -0.808 0.271 0.22
H 1.777 -0.659 -1.304 0.23
H 1.109 -0.249 2.463 0.22
H -0.041 -1.470 1.874 0.23
H -0.591 0.194 2.182 0.23
H -0.491 2.993 -1.025 0.25
```

Spin multiplicity = 1
ΔE to the lowest compared entry with this formula, charge and spin = 89.6 kcal per mole
E_LUMO = 0.9 eV

***

Entry from the Open Molecules 2025 dataset: a structure of composition C82H103N13O4 (the ωB97M-V functional and the def2-TZVPD basis).

Geometry as XYZ:
```
202
Properties=species:S:1:pos:R:3:mulliken_charge:R:1
C -9.512 -5.156 1.047 -1.49
C -8.618 -4.070 1.557 1.33
C -8.000 -4.435 2.967 -1.36
C -6.914 -5.508 2.988 -0.71
C -5.770 -5.025 2.098 -1.17
C -6.136 -4.664 0.666 1.51
N -7.369 -3.758 0.765 0.40
O -7.624 -2.973 -0.470 -0.45
C -6.486 -5.984 -0.124 -1.66
C -4.856 -4.015 0.167 -1.71
C -9.517 -2.841 1.787 -1.63
H -10.381 -5.024 1.691 0.41
H -9.172 -6.191 1.087 0.30
H -9.641 -5.019 -0.027 0.42
H -8.826 -4.600 3.659 0.55
H -7.582 -3.544 3.435 0.47
H -7.389 -6.383 2.544 0.29
H -6.582 -5.838 3.972 0.41
H -5.087 -5.866 1.975 0.47
H -5.415 -4.131 2.609 0.37
H -7.115 -6.705 0.399 0.32
H -5.595 -6.499 -0.482 0.43
H -7.097 -5.684 -0.976 0.41
H -4.895 -4.109 -0.918 0.42
H -3.972 -4.632 0.329 0.41
H -4.629 -2.997 0.483 0.38
H -10.151 -2.530 0.957 0.32
H -8.904 -1.979 2.050 0.42
H -10.093 -3.142 2.662 0.47
O 0.286 1.749 -1.187 -0.54
C 1.127 2.090 -0.284 0.65
O 1.391 1.262 0.539 -0.73
O 1.708 3.148 -0.409 -0.79
H 0.448 1.011 -0.595 0.40
C 4.982 -1.270 15.799 -0.80
N 5.201 -0.988 14.354 0.00
C 4.718 0.234 13.841 -0.26
C 4.956 0.598 12.486 -0.69
C 5.553 -0.322 11.609 0.83
C 6.103 -1.464 12.208 -0.74
C 5.907 -1.801 13.557 -0.28
C 5.893 0.005 10.183 0.70
C 4.837 0.603 9.448 -0.60
C 5.007 1.088 8.180 -0.41
N 6.257 0.969 7.593 0.06
C 7.253 0.266 8.242 -0.14
C 7.078 -0.194 9.572 -0.67
C 6.510 1.488 6.239 -1.02
H 5.837 -0.806 16.291 0.39
H 4.931 -2.347 15.959 0.32
H 4.100 -0.693 16.076 0.30
H 4.227 0.925 14.511 0.42
H 4.625 1.543 12.081 0.52
H 6.639 -2.174 11.595 0.39
H 6.281 -2.684 14.054 0.43
H 3.936 0.865 9.983 0.49
H 4.342 1.732 7.624 0.42
H 8.114 -0.045 7.670 0.44
H 7.801 -0.839 10.049 0.42
H 6.223 0.755 5.485 0.31
H 7.575 1.695 6.140 0.40
H 6.061 2.481 6.245 0.40
C -8.760 -9.290 -14.437 -0.90
N -8.166 -8.209 -13.706 0.04
C -8.802 -7.000 -13.669 -0.35
C -8.312 -5.959 -12.869 -0.61
C -7.097 -6.132 -12.128 0.66
C -6.370 -7.278 -12.386 -0.67
C -6.939 -8.299 -13.197 -0.10
C -6.667 -5.072 -11.226 0.62
C -6.516 -5.285 -9.826 -0.64
C -6.058 -4.257 -9.081 -0.29
N -5.763 -3.035 -9.587 -0.02
C -5.855 -2.804 -10.902 -0.20
C -6.239 -3.845 -11.736 -0.61
C -5.570 -1.789 -8.680 -0.81
H -9.443 -8.899 -15.192 0.37
H -9.284 -9.925 -13.722 0.34
H -8.013 -9.837 -15.011 0.39
H -9.756 -7.008 -14.174 0.45
H -8.829 -5.032 -12.669 0.54
H -5.439 -7.604 -11.945 0.44
H -6.441 -9.211 -13.489 0.45
H -6.767 -6.262 -9.441 0.55
H -5.801 -4.296 -8.033 0.41
H -5.696 -1.771 -11.177 0.43
H -6.260 -3.646 -12.797 0.50
H -6.582 -1.501 -8.394 0.36
H -5.013 -1.132 -9.348 0.30
H -5.000 -2.043 -7.786 0.35
C -3.530 9.233 -6.201 -0.91
N -3.444 8.565 -4.874 0.03
C -2.720 7.391 -4.817 -0.07
C -2.761 6.669 -3.609 -0.78
C -3.475 7.155 -2.481 0.50
C -4.046 8.460 -2.608 -0.66
C -4.061 9.104 -3.791 -0.39
C -3.727 6.310 -1.168 0.70
C -3.344 6.764 0.062 -0.51
C -3.540 6.013 1.217 -0.42
N -4.049 4.749 1.114 0.02
C -4.457 4.283 -0.052 -0.07
C -4.329 5.048 -1.225 -0.75
C -3.965 3.860 2.305 -0.90
H -3.215 10.265 -6.045 0.36
H -4.542 9.108 -6.586 0.35
H -2.900 8.736 -6.939 0.30
H -2.142 7.135 -5.693 0.41
H -2.236 5.727 -3.557 0.52
H -4.550 8.853 -1.738 0.49
H -4.476 10.097 -3.882 0.44
H -2.904 7.740 0.205 0.46
H -3.302 6.376 2.206 0.45
H -4.975 3.336 -0.061 0.41
H -4.694 4.638 -2.155 0.46
H -2.937 3.703 2.631 0.39
H -4.334 2.862 2.069 0.29
H -4.492 4.303 3.150 0.36
C 8.125 -12.589 13.057 -0.86
N 7.635 -11.728 12.025 -0.01
C 7.410 -12.174 10.761 -0.21
C 6.826 -11.327 9.769 -0.69
C 6.525 -9.971 10.042 0.64
C 6.834 -9.535 11.388 -0.63
C 7.339 -10.447 12.318 -0.13
C 5.960 -9.008 9.005 0.72
C 6.642 -7.895 8.544 -0.64
C 6.058 -7.083 7.503 -0.09
N 4.826 -7.366 7.040 0.04
C 4.215 -8.543 7.379 -0.37
C 4.765 -9.369 8.314 -0.65
C 4.022 -6.477 6.122 -0.88
H 7.235 -13.047 13.490 0.38
H 8.515 -11.982 13.874 0.34
H 8.882 -13.222 12.595 0.36
H 7.636 -13.211 10.561 0.47
H 6.517 -11.818 8.858 0.46
H 6.606 -8.531 11.715 0.46
H 7.416 -10.154 13.355 0.40
H 7.522 -7.668 9.127 0.49
H 6.576 -6.234 7.081 0.43
H 3.337 -8.792 6.802 0.43
H 4.238 -10.293 8.498 0.50
H 3.155 -6.063 6.636 0.35
H 3.693 -7.113 5.299 0.37
H 4.588 -5.658 5.680 0.31
C -1.100 17.866 2.629 -0.84
N -0.641 16.651 1.882 0.00
C -0.572 15.444 2.496 -0.21
C -0.054 14.351 1.816 -0.77
C 0.501 14.495 0.525 1.07
C 0.458 15.784 -0.074 -0.74
C -0.197 16.809 0.625 -0.28
C 1.086 13.318 -0.205 1.10
C 1.648 12.229 0.457 -0.78
C 2.312 11.267 -0.313 -0.24
N 2.376 11.319 -1.650 0.06
C 1.775 12.292 -2.327 -0.31
C 1.101 13.302 -1.623 -0.74
C 2.998 10.271 -2.403 -0.98
H -1.473 17.569 3.609 0.29
H -1.909 18.370 2.099 0.35
H -0.223 18.511 2.680 0.39
H -1.046 15.275 3.451 0.38
H -0.092 13.350 2.220 0.41
H 0.810 16.037 -1.064 0.40
H -0.276 17.789 0.179 0.49
H 1.710 12.284 1.534 0.45
H 2.762 10.403 0.156 0.38
H 1.869 12.289 -3.403 0.47
H 0.707 14.110 -2.222 0.37
H 2.265 9.572 -2.805 0.37
H 3.685 9.695 -1.783 0.32
H 3.620 10.628 -3.224 0.39
C 2.545 -3.175 -11.936 -0.89
N 3.192 -2.600 -10.776 0.00
C 4.142 -3.298 -10.176 -0.18
C 4.886 -2.680 -9.161 -0.77
C 4.615 -1.378 -8.677 0.60
C 3.557 -0.712 -9.333 -0.76
C 2.879 -1.332 -10.352 -0.11
C 5.598 -0.712 -7.755 0.85
C 5.215 0.086 -6.672 -0.58
C 6.187 0.635 -5.817 -0.31
N 7.492 0.529 -6.136 -0.01
C 7.868 -0.217 -7.194 -0.28
C 6.947 -0.770 -8.069 -0.70
C 8.517 1.026 -5.161 -0.90
H 3.300 -3.246 -12.719 0.35
H 1.694 -2.537 -12.176 0.28
H 2.160 -4.116 -11.543 0.39
H 4.316 -4.314 -10.497 0.48
H 5.640 -3.304 -8.704 0.50
H 3.393 0.322 -9.068 0.47
H 2.019 -0.859 -10.803 0.36
H 4.177 0.195 -6.396 0.46
H 6.010 1.075 -4.846 0.48
H 8.939 -0.347 -7.259 0.43
H 7.264 -1.306 -8.951 0.53
H 9.449 1.224 -5.690 0.33
H 8.634 0.229 -4.427 0.38
H 8.172 1.959 -4.713 0.36
```

Spin multiplicity = 1
Charge = +10
ΔE to the lowest compared entry with this formula, charge and spin = 0.0 kcal per mole
E_LUMO = -14.2 eV

***

Number 1: E -5410.401 eV. Number 2: E -26866.028 eV. Number 3: E -8427.353 eV. Number 4: E -114146.108 eV.